# C29H33BaN6O2S

A structure of composition C29H33BaN6O2S at a distorted geometry (ωB97M-V/def2-TZVPD, OMol25).

```
72
Properties=species:S:1:pos:R:3:forces:R:3
N 0.25676 -1.10273 2.54385 -0.3 0.3 -0.2
H 1.27127 5.63676 -0.54036 0.0 -0.1 0.0
H 2.56599 1.66105 -7.30940 0.0 0.0 0.0
H 3.04834 4.43860 0.52201 0.0 0.0 -0.1
H 0.55148 -3.64219 1.75186 0.0 0.0 0.0
N 0.30851 3.92662 -1.40080 -0.2 -0.2 -0.1
C -1.41525 -0.77878 -3.42403 0.0 0.1 0.1
C 1.32966 1.55851 -4.16348 0.1 0.1 0.0
C 2.46258 -1.46172 1.97720 0.1 -0.4 -0.3
H -5.28819 4.45807 4.93924 0.0 0.0 0.0
H 0.53490 4.47377 0.57967 0.0 0.0 0.0
H 3.87291 -4.67540 2.60303 0.0 0.0 0.0
C -1.85202 2.41844 1.34294 -0.6 0.5 0.6
H -6.10375 3.76004 2.71305 0.0 0.0 0.0
H -2.33971 -2.16770 -4.80401 0.0 0.0 0.0
H -1.30895 3.32270 3.80901 0.0 0.0 0.0
H 0.17322 -2.95073 0.18179 0.0 0.0 0.0
C -4.16906 3.13558 2.03276 0.1 -0.1 0.0
H 1.82555 2.42260 1.14063 0.1 0.1 0.1
C -0.48666 0.21088 -3.16379 0.1 0.1 -0.1
C 0.31908 0.57355 -4.29522 -0.1 -0.1 -0.1
H 2.30002 -4.14257 3.21168 0.0 0.0 0.0
C -2.50174 -0.57479 2.78325 0.0 -0.1 -0.1
N -2.59747 -1.61141 0.62209 0.3 0.0 0.0
C -1.58996 -1.39144 -4.68390 0.0 -0.1 -0.2
H -1.11632 -3.74088 1.10137 0.0 -0.1 0.0
C -2.81943 3.01613 2.34403 0.0 0.0 0.0
H 0.70913 4.10667 -2.31432 0.0 -0.1 0.0
H -0.94438 -1.48311 -6.72351 0.0 0.0 0.0
C -0.22377 -3.12593 1.18433 0.1 0.1 0.1
H -0.64116 4.27883 -1.41354 0.0 0.0 0.0
C -2.36283 3.42569 3.58907 0.1 0.0 0.0
Ba -0.19715 0.90877 -0.43899 1.5 -1.0 -0.8
O -2.33284 1.78379 0.37626 -1.3 0.2 -0.1
H -4.28693 0.40636 3.45068 0.0 0.0 0.0
S 2.41165 -0.92276 0.33593 -0.1 0.3 -0.4
C 3.36869 -4.15495 3.41871 0.0 0.1 0.0
H 2.96488 3.86379 -1.14622 0.0 0.0 0.0
C -1.93112 -1.31277 1.74157 -0.3 0.2 0.1
C -4.59533 4.05640 4.20950 -0.1 0.0 0.1
O -0.63181 2.58671 1.53097 0.5 0.4 0.5
C 1.09420 4.56513 -0.35314 0.2 0.2 0.1
H -4.34279 -1.41799 -0.42668 0.0 0.0 0.0
C 0.16047 -0.01861 -5.57977 0.0 0.0 0.1
H 1.46962 1.99802 -3.18152 0.0 0.0 0.0
H -2.06506 -1.13473 -2.62419 0.0 0.0 0.1
C -3.25019 3.93514 4.52388 0.0 0.0 0.1
C -4.50461 -0.47090 1.49684 0.0 0.0 0.0
C -3.81347 -0.16289 2.66060 0.0 0.0 -0.1
H 3.36990 -2.22456 4.38190 0.0 -0.1 0.0
H -2.89355 4.23859 5.50063 0.0 0.0 0.0
H 0.84521 -0.06824 -7.62250 0.0 0.0 0.0
H 3.53474 -4.71922 4.33786 0.0 0.0 0.0
C 3.88606 -2.72339 3.55812 0.0 0.0 0.1
N 1.50410 -1.56907 2.82387 0.0 -0.2 0.4
C -3.84517 -1.17829 0.50763 -0.3 0.0 0.0
C -0.54666 -1.81988 1.85075 0.4 -0.2 0.1
H -4.50241 2.79376 1.06238 0.0 0.0 0.0
C -0.82159 -1.01998 -5.74986 -0.1 -0.1 0.0
H 4.95512 -2.73462 3.79394 -0.1 0.0 0.0
H 3.07316 1.92023 0.20965 0.0 -0.1 0.0
N 3.71237 -1.90897 2.38029 0.2 0.1 0.1
C 1.94063 1.35606 -6.47876 0.0 0.0 -0.1
C 0.98493 0.39616 -6.65177 0.0 0.0 -0.1
N 2.23155 2.48261 0.21229 -0.1 -0.2 0.1
H -1.90404 -0.35102 3.65413 0.0 0.0 0.0
H 4.31920 -2.09390 1.59971 0.0 0.0 0.0
C -5.05333 3.66246 2.95972 -0.1 0.0 0.0
C 2.11851 1.94411 -5.21206 0.1 0.1 0.1
H -5.52704 -0.15228 1.34901 0.0 0.0 0.0
C 2.43536 3.86033 -0.18731 0.0 0.2 0.0
H 2.88865 2.69412 -5.07296 0.0 0.0 0.0
```
Forces are in eV/Å.

Results
- Charge: -1
- Gap between HOMO and LUMO: 6.699 eV
- Highest occupied orbital energy: -4.3681 eV
- Multiplicity: 1
- DFT total energy: -2027.73359 a.u.

=====

# C29H33ClN5O4P2Rh

A structure of composition C29H33ClN5O4P2Rh (ωB97M-V/def2-TZVPD, OMol25).

```
75
Properties=species:S:1:pos:R:3:forces:R:3
H -6.15146 -3.50026 3.90595 0.0 0.0 0.0
N 2.58433 -0.98090 -1.43231 0.0 0.0 0.0
C -0.18830 0.88428 -1.24242 0.0 0.0 0.0
C 5.95050 0.42755 -1.78406 0.0 0.0 0.0
C 1.30010 0.92944 1.23326 0.0 0.0 0.0
C 2.05594 1.64282 3.40716 0.0 0.0 0.0
C 4.05759 0.18649 -3.44300 0.0 0.0 0.0
H 3.69444 3.02513 3.42142 0.0 0.0 0.0
N 4.58016 0.00963 -2.08631 0.0 0.0 0.0
C -5.53410 -3.35842 1.85794 0.0 0.0 0.0
H -4.06673 1.04232 1.73463 0.0 0.0 0.0
H 4.82849 0.63669 -4.05808 0.0 0.0 0.0
H 5.33710 -0.52053 0.15101 0.0 0.0 0.0
C -4.60024 2.56682 0.33543 0.0 0.0 0.0
H 3.88941 3.10036 0.95920 0.0 0.0 0.0
N 2.60630 -1.82201 1.21065 0.0 0.1 0.0
C -3.72908 -1.81961 1.39690 0.0 0.1 0.0
C -0.41465 2.25131 -1.06036 0.0 0.1 0.0
C 3.80878 -1.33642 1.19781 0.0 0.0 0.0
C -0.38132 0.30773 -2.49899 0.1 0.0 0.0
H -1.27336 3.07981 -4.22430 0.0 0.0 0.0
H 6.34521 0.95884 -2.64280 0.0 0.0 0.0
H -3.10796 0.25898 -2.37170 -0.1 0.0 0.1
C -4.04001 1.35229 0.69692 0.0 0.0 0.0
O -0.13952 -3.24668 0.55267 0.1 0.0 -0.1
C -4.61138 2.96141 -0.99766 0.0 0.0 0.0
C 3.14676 2.46489 1.42417 0.0 0.0 0.0
C 1.19024 0.89387 2.62352 0.0 0.0 0.0
C -3.47843 0.52113 -0.27240 0.0 0.0 -0.1
H -4.50211 -1.84096 4.70067 0.0 0.0 0.0
Rh 1.29572 -1.97671 -0.28436 0.0 0.2 0.0
C -3.68124 -1.49548 2.75341 0.0 0.0 0.0
H -4.70009 -3.03220 -0.08742 0.0 0.0 0.0
H 3.78985 -0.77476 -3.88593 0.0 0.0 0.0
C -0.80468 3.03571 -2.13331 0.0 0.0 0.0
H -4.10039 2.42781 -3.01095 0.0 0.0 0.0
H -0.98644 4.09152 -1.98532 0.0 0.0 0.0
H 3.19059 0.85149 -3.44765 0.0 0.0 0.0
C -5.47550 -3.03108 3.20383 0.0 0.0 0.0
O -1.78657 -4.19126 -0.92939 0.0 0.0 0.0
O -0.08527 -2.66210 -1.68821 0.1 0.0 0.0
H -1.54914 0.45651 1.68293 0.0 0.0 0.0
H -2.97749 -0.75947 3.12616 0.0 0.0 0.0
H 5.97843 1.12133 -0.94100 0.0 0.0 0.0
H -0.91606 0.65422 -4.54045 0.0 0.0 0.0
C -4.07012 2.13445 -1.96938 0.0 0.0 0.0
H 2.35590 1.77330 -0.44430 0.0 0.0 0.0
H -5.06021 3.90515 -1.27780 0.0 0.0 0.0
H 4.29488 -1.76183 3.13485 0.0 0.0 0.0
C 3.80721 -0.59785 -1.18075 0.0 0.0 0.0
H -0.29543 2.70705 -0.08485 0.0 0.0 0.0
C -4.54645 -2.10087 3.65121 0.0 0.0 0.0
H 2.25479 -0.72971 -2.35403 0.0 0.0 0.0
H -5.04496 3.19951 1.09214 0.0 0.0 0.0
C -4.65974 -2.76158 0.96142 0.0 0.0 0.0
H -1.01283 -1.22908 1.89660 0.0 0.0 0.0
H 1.95284 1.63023 4.48395 0.0 0.0 0.0
H 6.60363 -0.42858 -1.59885 0.0 0.0 0.0
H 5.54092 -0.97845 2.26014 0.0 0.0 0.0
C -3.50879 0.91651 -1.60787 -0.2 0.0 0.0
C -1.26647 -0.46341 1.16142 -0.1 0.0 0.0
O 0.48180 -4.88577 -1.06079 -0.1 0.0 0.0
C -0.76273 1.10332 -3.56821 0.1 0.1 0.0
C 3.03314 2.42685 2.80874 0.0 0.0 0.0
Cl -0.44214 -3.84987 -0.80993 -0.1 -0.2 0.1
H -0.27857 -0.75804 -2.64651 0.0 0.0 0.0
P -2.69271 -1.08795 0.08837 0.1 0.0 0.0
N 4.59475 -1.31750 2.28332 0.0 0.0 0.0
H 0.42012 0.30118 3.10191 0.0 0.0 0.0
P 0.21001 -0.07891 0.21677 0.0 -0.1 0.0
H 2.30394 -2.14880 2.11998 0.0 0.0 0.0
N 4.37711 -0.80918 0.06169 0.0 0.0 0.0
C 2.28587 1.71710 0.63590 0.0 0.0 0.0
H -6.25469 -4.08379 1.50507 0.0 0.0 0.0
C -0.96951 2.46498 -3.38748 0.1 -0.1 0.0
```
Forces are in eV/Å.

Results
- Charge: +2
- Gap between HOMO and LUMO: 6.183 eV
- Highest occupied orbital energy: -13.0349 eV
- Multiplicity: 1
- DFT total energy: -2952.36645 a.u.

=====

# C29H33F3N4O2

A cluster of 4 separate species, C29H33F3N4O2 in total at a distorted geometry (ωB97M-V/def2-TZVPD, OMol25).

```
71
Properties=species:S:1:pos:R:3:forces:R:3
C -8.60645 -5.03039 1.09795 -0.1 0.2 0.2
C 2.12521 2.73130 -0.10027 0.3 -0.7 1.0
C -4.61094 -0.83426 -1.92038 -0.1 0.1 -0.2
C 4.90464 1.05008 -0.76894 3.3 1.8 -1.7
F -0.16311 -1.43912 0.20233 1.3 3.0 0.5
N 2.73096 3.65205 -1.08208 -0.8 0.9 -0.1
H 3.87969 3.93380 -2.85354 -0.5 -1.4 1.2
H 5.43734 3.71833 4.50321 0.1 -0.1 -0.1
C 0.84735 2.17388 -0.87713 -2.8 -0.6 -1.6
H -8.81415 -3.76179 -1.40324 -0.1 -0.1 0.0
H 6.21677 3.77081 -2.91493 0.0 -1.4 1.0
H 5.51100 -1.00073 1.18798 1.4 0.3 -0.8
C 4.87111 2.30789 -1.70458 3.5 -1.3 0.9
C 3.54554 3.05277 -2.18344 2.1 -0.5 -0.8
N 7.83937 2.24106 3.07683 -0.3 0.0 0.3
C -1.18377 0.70425 -1.72769 1.7 2.3 -0.2
C 1.60071 4.34500 -1.78032 -1.3 1.4 -0.7
C 7.61754 2.23299 -1.91674 -3.3 -1.9 1.5
H -3.71936 -2.03374 0.36493 0.0 0.2 0.0
C -5.85082 -2.28049 0.49191 0.1 -0.1 0.0
H 8.58220 2.67508 -2.36322 -1.8 -0.8 0.8
H -9.25165 -6.77152 -1.76452 0.1 0.0 0.2
H -3.76733 0.35058 -0.41246 -0.1 0.0 -0.2
H -6.75314 -1.68134 0.63968 0.0 -0.1 0.0
H 2.97417 2.33784 -2.87321 0.4 0.8 1.1
C 7.00347 2.48001 3.83119 0.2 0.1 -0.2
C 4.12054 1.44085 3.61156 0.0 0.0 0.0
N -4.59486 -1.25383 -2.99260 0.1 0.1 0.4
C 0.29620 -0.12090 0.47799 -0.9 0.0 0.9
H 7.41891 -0.92000 0.98684 -1.6 0.2 -0.4
H 3.93424 0.60762 -0.34044 1.8 0.7 -0.7
C 6.39856 -0.88312 0.48225 -0.2 0.2 -1.8
C 6.28924 0.43584 -0.44886 0.2 1.4 -0.8
H -2.37087 1.53155 -3.60086 1.6 0.2 1.4
H 3.37039 0.65957 3.75880 0.0 0.1 -0.1
C -4.63667 -0.29942 -0.55473 0.2 0.1 0.3
H -10.35964 -4.52361 -1.82134 0.1 0.0 0.0
F 1.65374 -0.17486 0.85692 -3.3 0.0 -1.0
H -10.34051 -5.94589 0.32981 0.1 0.1 0.1
H -0.82834 3.83331 -3.80396 0.2 -1.3 1.2
H -4.51474 -0.93955 1.48975 0.1 0.1 -0.2
H 5.40709 0.72250 5.17679 0.1 0.1 0.1
C 0.51156 3.19941 -2.00080 -1.3 -2.2 0.8
C -9.25307 -6.03780 0.25183 0.1 -0.3 -0.1
N -8.10294 -4.23616 1.76141 -0.2 -0.3 -0.2
O 1.52540 5.55277 -2.07212 0.6 -4.6 0.9
H -8.98473 -4.63165 -2.92916 0.0 0.0 0.1
C -4.60440 -1.40430 0.50268 -0.2 -0.3 0.2
C 6.23685 2.85382 -2.24004 -0.1 -2.2 1.7
C 4.91083 1.65695 4.89607 -0.3 -0.3 -0.1
H -8.99235 -7.03303 0.62492 0.0 0.2 0.1
C -0.64560 3.04037 -3.00967 0.9 -2.9 3.2
C -8.82214 -5.92980 -1.21172 0.0 0.1 -0.4
C -9.27322 -4.63448 -1.87520 0.1 0.1 -0.1
F -0.46655 0.31986 1.61749 1.9 -1.2 -2.3
H 3.60259 2.35442 3.31097 0.1 -0.1 0.0
H -7.73420 -6.01697 -1.29270 -0.1 -0.1 0.1
H -5.52443 0.32487 -0.41615 0.0 -0.1 -0.2
H 8.62988 0.46301 -0.75077 -1.6 0.8 -0.3
C -1.50486 1.72856 -2.86864 2.9 0.9 2.3
H 6.38161 2.95544 5.77337 0.1 0.0 -0.2
O 2.56156 2.54008 1.04801 -1.8 0.5 -4.4
H 6.36324 -1.77586 -0.25462 0.0 1.3 1.3
H 4.20794 1.89879 5.70008 0.2 0.0 0.0
H -1.82061 -0.24236 -1.64378 1.1 1.6 -0.2
H -5.79945 -3.01726 1.29591 -0.1 0.1 -0.1
C 7.64692 0.98265 -1.00146 -3.6 2.2 -1.3
H 4.76985 1.12701 2.78969 0.0 0.1 0.0
C 5.93562 2.78690 4.78820 -0.1 -0.1 0.3
H -5.94936 -2.82497 -0.45133 0.0 0.1 0.0
C -0.01555 0.90536 -0.69967 -0.2 2.4 -2.8
```
Forces are in eV/Å.

Results
- Charge: 0
- Gap between HOMO and LUMO: 7.107 eV
- SMILES string: Cc1cccc(CN2C(=O)c3cccc(C(F)(F)F)c3C2=O)c1.CCCC#N.CCCC#N.CCCC#N
- Highest occupied orbital energy: -8.4211 eV
- Multiplicity: 1
- DFT total energy: -1793.62123 a.u.

=====

Question: highest occupied orbital energy of number 1 (C29H33BaN6O2S)?
Answer: -4.3681 eV

=====

Question: What is the formula in the second record?
Answer: C29H33ClN5O4P2Rh

=====

Question: What is the formula in the second record?
Answer: C29H33ClN5O4P2Rh